(a)
Below is an isolated molecule of C2H4N2O3, with properties calculated with wB97M-V/def2-TZVPD.

Last columns: bonded neighbours and bond lengths (Å).
Cartesian coordinates (Å):
1 C -1.247 0.356 0.334  C2 1.501, H8 1.090, H9 1.088, H10 1.088
2 C 0.123 -0.251 0.422  C1 1.501, N3 1.399, N5 1.802, H11 1.092
3 N 0.999 0.502 1.214  C2 1.399, O4 1.210
4 O 2.199 0.460 1.066  N3 1.210
5 N 0.730 -0.422 -1.266  C2 1.802, O6 1.188, O7 1.188
6 O 1.557 -1.262 -1.415  N5 1.188
7 O 0.263 0.366 -2.024  N5 1.188
8 H -1.216 1.271 -0.258  C1 1.090
9 H -1.949 -0.333 -0.131  C1 1.088
10 H -1.603 0.610 1.331  C1 1.088
11 H 0.144 -1.299 0.727  C2 1.092

Summary:
HOMO-LUMO gap (alpha / beta) = 0.31283 / 0.31291 Eh
LUMO level (alpha / beta) = -0.0430 / -0.0432 Ha
SMILES = C[C@H](N=O)[N+](=O)[O-]

(b)
Below is a cluster of 2 separate species, C2H4N2O3 in total, with properties calculated with wB97M-V/def2-TZVPD.

Last columns: bonded neighbours and bond lengths (Å).
Cartesian coordinates (Å):
1 C 0.334 0.438 -0.054  N3 1.286, N4 1.350
2 C 1.874 -1.631 0.273  O5 1.163, O6 1.150
3 N -0.674 -0.259 0.337  C1 1.286, O7 1.532, H8 0.968
4 N 0.162 1.692 -0.523  C1 1.350, H9 1.043, H10 1.110
5 O 1.519 -2.070 1.290  C2 1.163
6 O 2.294 -1.290 -0.742  C2 1.150
7 O -2.111 0.208 0.085  N3 1.532, H11 0.970
8 H -0.777 -0.995 0.956  N3 0.968
9 H 0.858 2.391 -0.863  N4 1.043
10 H -0.886 2.045 -0.440  N4 1.110
11 H -2.594 -0.529 -0.320  O7 0.970

Summary:
HOMO-LUMO gap = 0.33466 Eh
LUMO level = 0.0217 Ha

(c)
Below is an isolated molecule of C2H4N2O3, with properties calculated with wB97M-V/def2-TZVPD.

Last columns: bonded neighbours and bond lengths (Å).
Cartesian coordinates (Å):
1 O 1.848 -1.429 1.117  N2 1.400, H8 1.139
2 N 0.501 -1.070 0.983  O1 1.400, C3 1.404, H9 1.088
3 C 0.166 -0.106 0.020  N2 1.404, N4 1.342, O7 1.332
4 N 0.850 1.042 -0.111  C3 1.342, O5 1.471
5 O 0.107 1.581 -1.261  N4 1.471, C6 1.320
6 C -1.118 1.110 -1.118  O5 1.320, O7 1.583, H10 1.060, H11 1.090
7 O -0.898 -0.407 -0.723  C3 1.332, C6 1.583
8 H 2.110 -1.736 2.182  O1 1.139
9 H -0.310 -1.789 1.073  N2 1.088
10 H -1.450 1.551 -0.212  C6 1.060
11 H -1.807 1.252 -1.950  C6 1.090

Summary:
HOMO-LUMO gap = 0.34174 Eh
LUMO level = 0.0151 Ha
SMILES = ONC1=NOCO1

Bottom line: (b), by a margin of 64.5 kcal/mol.

(a)
Below is a cluster of 2 separate species, C2H4N2O3 in total, with properties calculated with wB97M-V/def2-TZVPD.

Last columns: bonded neighbours and bond lengths (Å).
Cartesian coordinates (Å):
1 C -0.048 -0.885 -0.588  N2 1.454, C3 1.850, H10 1.084, H11 1.084
2 N -0.791 -0.835 0.661  C1 1.454, C3 1.402, H9 1.015
3 C -0.576 0.537 0.471  C1 1.850, N2 1.402, O4 1.361, O7 1.275
4 O -1.579 1.177 -0.190  C3 1.361, H8 0.969
5 N 1.643 0.403 -0.535  O6 1.153
6 O 2.561 -0.040 0.004  N5 1.153
7 O 0.347 1.218 1.028  C3 1.275
8 H -1.337 2.115 -0.191  O4 0.969
9 H -0.249 -1.171 1.450  N2 1.015
10 H 0.665 -1.702 -0.615  C1 1.084
11 H -0.635 -0.815 -1.496  C1 1.084

Summary:
HOMO-LUMO gap (alpha / beta) = 0.30265 / 0.30214 Eh
LUMO level (alpha / beta) = 0.0010 / -0.0010 Ha

(b)
Below is an isolated molecule of C2H4N2O3, with properties calculated with wB97M-V/def2-TZVPD.

Last columns: bonded neighbours and bond lengths (Å).
Cartesian coordinates (Å):
1 O 0.567 -2.158 -1.043  N2 1.430, H8 0.963
2 N 1.249 -0.975 -0.620  O1 1.430, C3 1.379, H9 0.971
3 C 0.455 -0.061 0.041  N2 1.379, N4 1.304, O7 1.334
4 N 0.871 0.632 1.065  C3 1.304, O5 1.395
5 O -0.013 1.706 1.175  N4 1.395, C6 1.387
6 C -1.156 1.212 0.563  O5 1.387, O7 1.420, H10 1.148, H11 1.140
7 O -0.744 0.284 -0.431  C3 1.334, C6 1.420
8 H 0.427 -1.918 -1.965  O1 0.963
9 H 2.012 -1.254 -0.088  N2 0.971
10 H -1.869 1.933 0.025  C6 1.148
11 H -1.799 0.601 1.278  C6 1.140

Summary:
HOMO-LUMO gap = 0.35604 Eh
LUMO level = 0.0267 Ha
SMILES = ONC1=NOCO1

Bottom line: (b), by a margin of 18.0 kcal/mol.

(a)
Below is a cluster of 3 separate species, C2H9O3 in total, with properties calculated with wB97M-V/def2-TZVPD.

Last columns: bonded neighbours and bond lengths (Å).
Cartesian coordinates (Å):
1 C 0.715 -1.639 -0.394  O2 1.362, C3 1.629, H4 1.154, H5 1.115
2 O 0.983 -0.837 0.673  C1 1.362, H13 0.985
3 C -0.805 -2.175 -0.158  C1 1.629, H6 1.051, H7 1.110, H8 1.143
4 H 0.946 -1.101 -1.389  C1 1.154
5 H 1.487 -2.424 -0.213  C1 1.115
6 H -1.464 -1.366 -0.035  C3 1.051
7 H -1.176 -2.901 -0.911  C3 1.110
8 H -0.626 -2.790 0.788  C3 1.143
9 H -0.176 2.318 -0.341  O11 1.074
10 H 0.936 3.062 0.310  O11 0.941
11 O 0.261 3.298 -0.302  H9 1.074, H10 0.941
12 H -1.608 0.969 0.833  O14 0.965
13 H 0.358 -0.076 0.695  O2 0.985
14 O -1.012 0.939 0.075  H12 0.965

Summary:
Charge = -1
HOMO-LUMO gap = 0.30572 Eh
LUMO level = 0.1565 Ha

(b)
Below is a cluster of 3 separate species, C2H9O3 in total, with properties calculated with wB97M-V/def2-TZVPD.

Last columns: bonded neighbours and bond lengths (Å).
Cartesian coordinates (Å):
1 C -0.121 0.307 -1.279  O2 1.398, C3 1.532, H4 1.098, H5 1.105
2 O -0.374 0.446 0.089  C1 1.398, H13 0.989
3 C -0.615 1.574 -1.984  C1 1.532, H6 1.099, H7 1.089, H8 1.086
4 H 0.940 0.119 -1.495  C1 1.098
5 H -0.667 -0.576 -1.658  C1 1.105
6 H -0.173 2.376 -1.376  C3 1.099
7 H -0.182 1.771 -2.964  C3 1.089
8 H -1.699 1.588 -1.911  C3 1.086
9 H 0.428 -1.519 2.542  O11 1.072
10 H -0.947 -2.132 2.802  O11 0.962
11 O -0.127 -2.040 3.297  H9 1.072, H10 0.962
12 H 2.086 -0.621 1.888  O14 0.950
13 H 0.127 -0.267 0.558  O2 0.989
14 O 1.324 -1.027 1.493  H12 0.950

Summary:
Charge = -1
HOMO-LUMO gap = 0.29566 Eh
LUMO level = 0.1449 Ha

Bottom line: (b), by a margin of 10.1 kcal/mol.